# 1
Below is a molecular structure, C21H35AsF6NO7ReS2Sb at a distorted geometry, with properties calculated with wB97M-V/def2-TZVPD.

CARTESIAN COORDINATES (ANGSTROEM)
Re1 0.88034 0.40281 0.06673
C1 2.77242 2.63932 2.88536
C2 2.54489 1.17816 2.57423
C3 2.67662 0.28348 3.78785
O1 1.11933 1.03247 2.04637
C4 3.44359 0.67009 1.46244
O2 4.61999 0.82550 1.44326
O3 2.77300 -0.04559 0.51724
H1 2.14850 2.96416 3.71920
H2 2.58964 3.27248 2.01551
H3 3.81787 2.76067 3.16570
H4 1.94208 0.55139 4.54633
H5 3.67546 0.42059 4.20137
H6 2.56002 -0.76830 3.53018
H7 0.69766 1.90618 2.11634
F1 3.52915 0.72983 -2.66611
C5 2.75729 1.37071 -3.51601
F2 3.06616 2.64427 -3.58579
F3 2.80757 0.80809 -4.69723
S1 0.92436 1.23565 -2.97810
O4 0.92669 0.06501 -1.96996
O5 0.17775 0.96911 -4.14888
N1 0.40534 2.52901 -2.22244
S2 1.15779 3.08905 -0.94966
O6 0.30962 2.95171 0.23752
O7 2.45081 2.44609 -0.76335
C6 1.35960 4.91229 -1.25848
F4 0.18160 5.40704 -1.56528
F5 1.81878 5.43563 -0.14007
F6 2.21645 5.06723 -2.23936
C7 -2.46854 -0.70954 1.12739
As1 -1.64770 0.42199 -0.20487
C8 -2.26643 -0.27222 -1.89416
C9 -2.60787 2.12347 -0.02522
C10 -4.09052 1.88708 0.00663
C11 -4.82075 1.81339 -1.17610
C12 -6.18802 1.57645 -1.14221
C13 -6.83399 1.41399 0.07494
C14 -6.11560 1.50115 1.25825
C15 -4.74840 1.73712 1.22311
H8 -3.49909 -0.90169 0.83559
H9 -2.46051 -0.19921 2.08907
H10 -1.92401 -1.64774 1.22087
H11 -3.31724 -0.52561 -1.76988
H12 -1.69034 -1.14462 -2.19004
H13 -2.16136 0.49323 -2.66168
H14 -2.29784 2.72516 -0.87952
H15 -2.23880 2.59635 0.88276
H16 -4.32711 1.96986 -2.12908
H17 -6.75071 1.53497 -2.06534
H18 -7.90091 1.23781 0.10187
H19 -6.62132 1.39968 2.20926
H20 -4.19623 1.82965 2.15243
C16 2.60676 -3.16554 -2.47015
C17 2.88269 -2.75795 -1.02796
Sb1 1.08861 -2.30002 0.00512
C18 1.06019 -2.96168 2.01912
C19 2.14443 -3.99436 2.31960
C20 -0.47147 -3.36435 -0.96593
C21 -0.43766 -4.83475 -0.54542
H21 3.55847 -3.34454 -2.97107
H22 2.08455 -2.38765 -3.02876
H23 2.02738 -4.08596 -2.53883
H24 3.49399 -1.86231 -0.94047
H25 3.35673 -3.55130 -0.44908
H26 0.05419 -3.35493 2.16839
H27 1.15903 -2.07009 2.63445
H28 2.04307 -4.88550 1.69915
H29 2.06810 -4.31116 3.35986
H30 3.14625 -3.58942 2.17109
H31 -0.30366 -3.24742 -2.03664
H32 -1.41826 -2.88808 -0.71790
H33 0.51518 -5.30925 -0.78747
H34 -1.21463 -5.38367 -1.07734
H35 -0.62098 -4.96497 0.52127

Force components x, y, z for each atom (eV/Å):
Re 1.096 -0.500 -0.073
C 0.040 0.035 -0.090
C -0.195 0.088 0.246
C -0.033 -0.014 0.019
O -0.122 -0.037 -0.115
C -0.023 -0.298 -0.670
O -0.061 0.016 0.177
O 0.131 0.293 0.170
H 0.010 -0.028 0.016
H 0.017 -0.023 -0.001
H -0.008 0.023 0.017
H 0.011 0.036 -0.004
H -0.002 -0.016 0.003
H 0.013 -0.002 -0.005
H -0.040 0.029 0.165
F -0.007 0.007 0.031
C -0.235 -0.050 0.072
F 0.044 0.052 0.014
F 0.069 -0.034 -0.054
S -0.159 0.018 0.397
O 0.250 0.677 -0.112
O -0.094 -0.090 0.181
N 0.314 -0.022 -0.266
S 0.147 -0.308 0.013
O 0.064 -0.018 -0.330
O -0.276 0.324 -0.022
C -0.008 -0.066 -0.001
F 0.010 0.033 0.007
F 0.007 0.015 0.010
F -0.016 0.033 -0.032
C -0.025 -0.041 0.026
As -0.703 0.028 0.162
C 0.068 -0.022 -0.044
C -0.001 -0.048 -0.038
C 0.127 0.045 0.003
C -0.079 -0.012 -0.062
C 0.071 0.016 -0.026
C -0.056 -0.008 -0.009
C 0.074 0.011 0.034
C -0.091 -0.034 0.081
H -0.028 -0.012 0.044
H 0.000 0.001 0.014
H -0.032 -0.026 -0.008
H -0.020 -0.020 -0.066
H -0.028 -0.019 0.001
H 0.004 0.010 0.010
H 0.018 0.029 0.015
H -0.027 0.048 0.013
H -0.006 0.000 0.005
H 0.007 0.000 0.007
H 0.008 0.001 -0.002
H 0.005 0.001 -0.007
H -0.006 0.000 -0.006
C 0.107 -0.014 -0.024
C -0.032 -0.002 0.027
Sb -0.353 0.092 0.063
C 0.105 -0.048 0.010
C -0.024 -0.010 0.042
C 0.040 -0.043 -0.022
C -0.016 -0.012 -0.053
H -0.016 -0.010 -0.019
H 0.000 0.014 0.016
H -0.006 -0.004 0.011
H 0.035 -0.016 -0.030
H 0.031 -0.018 -0.039
H 0.006 -0.044 0.062
H -0.018 -0.007 0.053
H -0.006 0.007 0.000
H 0.005 -0.009 -0.009
H -0.016 0.015 -0.003
H -0.031 0.012 -0.017
H -0.034 -0.047 0.016
H -0.001 0.015 -0.003
H 0.003 -0.003 0.004
H 0.001 0.012 0.002

Output
2S+1: 4
Total charge: +2
Max |F| (hartree/bohr): 0.0235
DFT total energy (eV): -145631.94129
E_LUMO (alpha / beta) (eV): -7.2 / -7.9
Relative energy (zero: lowest compared OMol25 entry of this formula, charge and spin) (kJ/mol): 146.9

=====

# 2
Below is 5 unconnected molecules or ions with the total composition C21H35B2O14 at a distorted geometry, with properties calculated with wB97M-V/def2-TZVPD.

CARTESIAN COORDINATES (ANGSTROEM)
O1 -4.14547 -2.59037 0.15744
C1 -3.85865 -2.05696 1.24008
O2 -3.22506 -2.70528 2.29803
C2 -4.27021 -0.55219 1.47303
C3 -3.01418 0.34473 1.07356
O3 -1.90795 -0.29792 0.40767
B1 -0.68156 0.54663 0.66783
O4 -1.17760 1.68895 1.50472
C4 -2.18039 1.02949 2.28910
C5 -3.06896 1.88376 3.31004
B2 -2.94463 1.12462 4.75600
O5 -3.84123 0.09678 5.19275
O6 -1.81767 1.53488 5.57120
H1 -2.89556 -3.58829 2.00321
H2 -5.17116 -0.22266 0.86209
H3 -4.47941 -0.41026 2.58004
H4 -3.30058 1.22193 0.39521
H5 0.01466 -0.20885 1.27974
H6 -0.11560 0.80341 -0.34026
H7 -1.53840 0.32051 2.93381
H8 -2.73857 2.96931 3.41238
H9 -4.16038 1.92628 2.95289
H10 -4.66776 0.11269 4.67561
H11 -1.32994 0.69677 5.72141
O7 0.63008 0.91545 -2.32141
C6 -0.28319 0.92090 -3.09806
O8 -1.59323 0.91889 -2.73238
C7 -2.41452 0.81547 -3.89860
C8 -1.55027 1.30538 -5.03999
C9 -0.16313 0.88476 -4.59972
H12 -2.71467 -0.22951 -4.02234
H13 -3.30934 1.42671 -3.77119
H14 -1.84539 0.90059 -6.00982
H15 -1.60099 2.39709 -5.10153
H16 0.07220 -0.13421 -4.91519
H17 0.59776 1.58184 -4.94956
O9 -1.19395 -6.22330 3.82291
C10 -0.75804 -5.93801 2.73990
O10 -1.04744 -4.78265 2.08563
C11 -0.45378 -4.81175 0.77885
C12 0.67034 -5.81768 0.87628
C13 0.13626 -6.80600 1.89353
H18 -1.21836 -5.10975 0.05548
H19 -0.09068 -3.81647 0.51895
H20 0.92767 -6.26928 -0.08287
H21 1.56784 -5.33331 1.27222
H22 -0.46640 -7.58757 1.42516
H23 0.93624 -7.24280 2.48997
O11 3.77610 3.50574 -6.65922
C14 3.30549 3.90703 -5.62844
O12 1.98247 3.84189 -5.32381
C15 1.74932 4.50518 -4.07296
C16 3.08472 4.50265 -3.36569
C17 4.06368 4.58683 -4.51916
H24 1.38848 5.51777 -4.27753
H25 0.98819 3.96580 -3.50727
H26 3.18919 5.31074 -2.64055
H27 3.22154 3.55534 -2.83619
H28 4.26581 5.62092 -4.80812
H29 4.99160 4.06065 -4.29939
O13 1.67779 -1.27160 1.75359
C18 2.65082 -0.59324 1.90876
O14 3.09253 0.32404 1.00241
C19 4.33280 0.87654 1.44926
C20 4.35718 0.64859 2.94487
C21 3.58687 -0.64850 3.08881
H30 5.15027 0.35894 0.93653
H31 4.37287 1.93731 1.19631
H32 5.36682 0.60891 3.35857
H33 3.81714 1.45408 3.45115
H34 4.23565 -1.52168 2.98780
H35 3.03391 -0.68666 4.02643

Force components x, y, z for each atom (eV/Å):
O 1.000 0.500 2.710
C -1.035 -0.225 -1.732
O -0.800 0.733 -1.644
C 1.175 -0.419 0.558
C 2.264 0.534 0.459
O -2.954 -0.212 0.220
B 0.113 -0.620 0.279
O -1.166 0.171 0.988
C 0.291 0.403 -0.313
C -0.728 0.373 0.186
B -0.003 0.666 -0.337
O 0.955 1.617 -0.439
O -1.255 -2.142 -1.138
H -0.294 0.873 0.059
H 1.174 -0.996 0.726
H 0.175 -0.091 -1.324
H -0.298 -0.843 1.116
H 0.115 0.245 0.651
H -0.146 0.776 -0.013
H -1.346 -0.028 -0.969
H -0.128 -1.406 -0.259
H 1.368 -0.063 0.288
H 0.778 -0.099 0.141
H -0.204 0.739 0.417
O -0.255 0.246 -0.928
C 0.767 -0.346 0.779
O 0.174 0.161 -0.151
C -0.278 -0.045 0.084
C -0.069 0.118 -0.605
C -0.277 0.361 -0.451
H 0.008 0.029 0.023
H 0.074 -0.103 0.224
H -0.061 0.019 0.075
H -0.021 -0.078 -0.004
H 0.118 0.055 0.060
H 0.179 -0.279 0.105
O 0.036 0.433 -0.351
C -0.476 -0.308 0.595
O -0.013 -0.441 0.367
C 0.153 0.496 -0.633
C 0.443 -0.176 -0.236
C 0.505 0.178 -0.249
H -0.007 0.011 0.075
H -0.266 0.046 0.208
H -0.067 0.099 0.019
H -0.092 0.011 -0.066
H 0.001 -0.035 0.147
H -0.306 -0.185 0.099
O -0.540 -0.035 0.287
C 0.405 -0.020 -0.751
O 0.373 -0.102 -0.243
C -0.455 0.097 0.432
C 0.242 0.046 0.558
C -0.065 -0.126 0.533
H 0.027 -0.044 -0.047
H 0.004 -0.045 -0.228
H -0.106 -0.052 -0.050
H -0.101 0.089 -0.021
H 0.096 -0.084 -0.094
H 0.049 0.168 -0.314
O 1.216 -0.149 -0.090
C -0.882 -0.925 -0.121
O 0.068 -0.018 0.068
C 0.032 0.185 -0.201
C 0.369 0.169 0.524
C 0.191 0.563 0.357
H 0.009 0.007 0.021
H -0.131 -0.123 -0.157
H -0.016 0.052 -0.088
H 0.046 -0.053 -0.077
H -0.114 -0.043 0.043
H -0.040 -0.308 -0.154

Output
2S+1: 1
Total charge: -1
Max |F| (hartree/bohr): 0.0577
DFT total energy (eV): -52366.04686
E_LUMO (eV): 2.4

=====

# 3
Below is a molecular structure, C21H35BMoO2P2 at a distorted geometry, with properties calculated with wB97M-V/def2-TZVPD.

CARTESIAN COORDINATES (ANGSTROEM)
P1 -0.83907 2.74131 0.30508
P2 0.82127 0.03770 -2.55526
C1 -0.42461 2.77285 -1.61755
C2 -0.45143 1.47806 -2.51075
H1 0.52960 3.34376 -1.73665
H2 -1.23978 3.43306 -1.97253
H3 -1.46238 1.01787 -2.46228
H4 -0.32508 1.88388 -3.52713
C3 2.48706 0.02007 -3.28588
H5 2.81468 -1.01609 -3.45727
H6 3.19024 0.50342 -2.59345
H7 2.47578 0.56896 -4.23555
C4 -0.15973 -1.20820 -3.44722
H8 0.35552 -1.53957 -4.35633
H9 -1.13790 -0.80205 -3.72323
H10 -0.35143 -2.07760 -2.80549
C5 -0.28540 4.30343 1.03339
H11 -0.56462 4.32776 2.09543
H12 -0.78343 5.16660 0.57910
H13 0.80157 4.44001 0.95570
C6 -2.63607 2.78724 0.27585
H14 -3.00695 2.17506 -0.56292
H15 -2.92723 3.84621 0.13491
H16 -3.00360 2.41771 1.24706
Mo1 0.97026 1.55460 -0.61268
C7 0.66448 4.05060 -4.18106
C8 1.88198 3.85751 -3.63641
C9 2.83587 4.97011 -3.29512
C10 2.20609 6.13711 -2.49406
C11 1.12059 5.71237 -1.55337
C12 -0.18739 5.66665 -1.85587
C13 -0.80517 5.93179 -3.19685
C14 -0.02151 5.37571 -4.41178
C15 0.21899 1.15998 1.48856
H17 0.14440 3.23262 -4.69193
H18 2.28571 2.83910 -3.55099
H19 3.28138 5.39038 -4.21584
H20 3.65124 4.52096 -2.71084
H21 2.99985 6.63187 -1.90468
H22 1.80609 6.89126 -3.19800
H23 1.45341 5.53328 -0.52995
H24 -0.92815 5.58896 -1.05560
H25 -0.89459 7.02594 -3.32209
H26 -1.83032 5.51561 -3.19864
H27 -0.74572 5.24138 -5.23879
H28 0.70191 6.13423 -4.75741
H29 -0.45920 0.30134 1.64847
H30 0.16005 1.81076 2.38172
H31 1.28639 0.75298 1.48188
O1 1.69698 -1.53987 -0.02453
B1 0.66636 -0.70252 -0.66648
O2 -0.60825 -1.51629 -0.65078
C16 -0.30748 -2.65199 0.04179
C17 -0.99947 -3.87072 0.03208
C18 -0.35498 -5.01888 0.50863
C19 0.93585 -4.94103 1.03678
C20 1.69011 -3.78374 0.89174
C21 1.05481 -2.63975 0.42184
H32 -1.98274 -3.91090 -0.42625
H33 -0.85077 -5.99432 0.48038
H34 1.39525 -5.80410 1.51584
H35 2.76447 -3.73560 1.06983

Force components x, y, z for each atom (eV/Å):
P 1.315 0.218 -2.786
P -0.836 -1.103 0.806
C -1.708 2.321 -0.586
C -0.618 0.121 -0.823
H -0.883 0.342 -0.595
H 0.818 -0.267 -0.197
H 0.815 0.046 0.082
H -0.042 -0.141 0.309
C 0.015 1.052 -0.242
H -0.374 0.209 0.177
H -0.039 -0.132 -0.250
H 0.180 -0.186 0.086
C -0.243 -0.411 -0.394
H -0.011 0.204 0.161
H 0.200 -0.005 -0.007
H 0.203 0.299 -0.196
C 0.027 0.133 0.751
H 0.109 -0.177 -0.097
H 0.113 -0.411 0.150
H -0.412 -0.223 0.095
C -0.191 -0.607 0.492
H 0.023 0.163 0.518
H 0.171 -0.520 0.088
H -0.243 0.146 -0.453
Mo 0.668 -1.498 2.923
C 0.656 -0.032 -0.590
C -0.714 0.243 -1.016
C 0.251 -0.036 0.514
C 0.194 0.319 -0.341
C -0.680 0.391 0.154
C 0.562 0.943 0.424
C -0.039 -0.004 -0.124
C 0.025 0.241 -0.580
C 0.955 -1.499 0.805
H 0.162 -0.070 0.552
H -0.145 0.226 -0.235
H -0.110 -0.349 0.321
H -0.030 0.286 -0.165
H -0.354 -0.155 -0.366
H 0.261 -0.327 0.443
H -0.211 0.120 -0.175
H 0.330 -0.211 -0.385
H -0.195 -0.382 -0.013
H 0.370 0.262 -0.031
H 0.422 0.162 0.365
H -0.248 -0.392 0.118
H 0.477 0.403 -0.082
H -0.136 0.085 -0.618
H -0.633 0.174 0.529
O -1.298 2.738 -1.352
B -0.890 -3.325 1.266
O 1.742 2.210 0.460
C 1.514 -1.466 -0.059
C 0.046 0.337 -0.200
C -0.362 0.326 0.412
C 0.307 -0.047 -0.150
C 0.082 0.674 0.273
C -1.030 -1.750 -0.255
H 0.053 -0.092 0.156
H 0.023 0.523 0.085
H -0.107 0.067 -0.384
H -0.310 -0.167 0.229

Output
2S+1: 3
Total charge: +2
Max |F| (hartree/bohr): 0.0713
DFT total energy (eV): -47526.86112
E_LUMO (alpha / beta) (eV): -7.5 / -7.5

=====

Among the records above, which one has the highest DFT total energy? C21H35BMoO2P2